one.
Formula: C10H19N3O4
Source: OMol25
Level of theory: ωB97M-V/def2-TZVPD

As for the total charge: 0. As for the SMILES: CC(C)C[C@H](NC(=O)[C@@H](N)CC(N)=O)C(=O)O. The calculation puts the molar mass at 245.279 Da. As for the HOMO energy: -9.452 eV. As for the orbital gap: 0.3678 Ha.

Positions of all 36 atoms, in Å:
C -1.1240 -3.4683 2.1501
C -1.6274 -2.0586 1.7876
C -1.9122 -2.1209 0.2735
C -0.5741 -0.9325 2.1918
C 0.5893 -0.4481 1.3153
N 0.1001 0.3619 0.2284
C 0.9342 0.7859 -0.7836
O 2.1508 0.8660 -0.7065
C 0.2125 1.3965 -2.0632
N -1.2121 1.7624 -1.6234
C 1.0103 2.5902 -2.5833
C 0.8849 3.8064 -1.6917
N 1.8928 3.9562 -0.7479
O -0.0513 4.6152 -1.8298
C 1.4447 -1.6383 0.8331
O 2.1713 -2.0930 1.6795
O 1.2607 -2.0365 -0.4374
H -1.7241 -4.2676 1.6903
H -0.1686 -3.6724 1.5813
H -1.0256 -3.6731 3.2680
H -2.5734 -1.7765 2.3084
H -2.3414 -2.9512 -0.1725
H -0.9727 -2.0500 -0.2238
H -2.4678 -1.2340 -0.0360
H -0.1787 -1.2072 3.2114
H -1.1310 -0.0430 2.5554
H 1.3230 0.0462 1.9046
H -0.8604 0.5140 -0.0571
H 0.1788 0.5192 -2.7258
H -1.3383 2.7619 -1.7307
H -1.9057 1.2401 -2.1296
H 0.6571 2.9386 -3.5210
H 2.0203 2.3254 -2.6407
H 2.4309 3.0729 -0.6396
H 1.9053 4.6584 -0.0112
H 2.0214 -2.5465 -0.6240

---

two.
Formula: C10H19N3O4
Source: OMol25
Level of theory: ωB97M-V/def2-TZVPD

As for the total charge: 0. As for the SMILES: CC[C@H](C)[C@H](N)C(=O)N[C@@H](CC(N)=O)C(=O)O. The calculation puts the molar mass at 245.279 Da. As for the HOMO energy: -9.707 eV. As for the orbital gap: 0.3750 Ha.

Positions of all 36 atoms, in Å:
C -1.4886 4.1931 -1.4560
C -0.9526 2.7647 -1.6181
C 0.5787 2.6833 -1.6757
C 1.1560 3.4430 -2.8603
C 1.0681 1.2026 -1.6950
N 0.7094 0.4330 -2.9234
C 0.6153 0.4730 -0.4484
O 0.7007 0.9997 0.6701
N 0.0720 -0.7655 -0.6289
C -0.2132 -1.6164 0.4994
C 1.0043 -2.0003 1.3657
C 0.6953 -3.2782 2.1509
N 0.6740 -3.1864 3.5008
O 0.5201 -4.3266 1.5425
C -1.3179 -0.9711 1.3774
O -1.3806 -1.1660 2.5719
O -2.2458 -0.2735 0.7170
H -2.5435 4.1787 -1.3471
H -1.0479 4.6732 -0.6148
H -1.2339 4.8635 -2.3206
H -1.3821 2.3121 -2.5098
H -1.3188 2.1439 -0.7910
H 0.9772 3.1228 -0.7591
H 0.9451 4.5397 -2.7894
H 0.7439 3.0895 -3.7976
H 2.2577 3.3592 -2.8835
H 2.1380 1.2211 -1.6656
H 1.3410 0.6723 -3.6560
H -0.2387 0.6873 -3.2593
H 0.2706 -1.1467 -1.5501
H -0.6520 -2.4871 0.1249
H 1.2602 -1.1517 2.0213
H 1.8780 -2.2183 0.6924
H 0.3871 -2.2521 3.8763
H 0.3628 -3.9982 3.9466
H -1.9599 -0.2068 -0.2075

---

Most favorable first, least favorable last: two, one

---

one.
Formula: C4H14N2O2
Source: OMol25
Level of theory: ωB97M-V/def2-TZVPD

As for the total charge: 0. As for the SMILES: NCCNCCO.O. The calculation puts the molar mass at 122.168 Da. As for the HOMO energy: -8.835 eV. As for the orbital gap: 0.3543 Ha.

Positions of all 22 atoms, in Å:
N -0.8300 0.5459 2.0825
C -0.9570 1.1026 0.7309
C -1.7197 0.0711 -0.2419
N -0.7106 -0.8828 -0.7845
C 0.3862 -0.3502 -1.5550
C 1.2841 -1.4937 -2.0314
O 1.7583 -2.1724 -0.8494
H -1.7097 0.2186 2.4470
H -0.2338 -0.2740 1.9500
H -1.6234 1.9649 0.5906
H 0.0715 1.2990 0.4537
H -2.1776 0.6604 -1.0201
H -2.4244 -0.5989 0.2405
H -1.1068 -1.7638 -1.0620
H 0.9503 0.3378 -0.9407
H 0.1284 0.2732 -2.4256
H 0.7345 -2.0862 -2.7954
H 2.1706 -1.1498 -2.5305
H 0.9466 -2.5325 -0.4766
O 2.0309 2.3015 2.8782
H 1.3732 1.6578 3.1535
H 1.6582 2.8716 2.1864

---

two.
Formula: C4H14N2O2
Source: OMol25
Level of theory: ωB97M-V/def2-TZVPD

As for the total charge: 0. As for the SMILES: CCC/N=C\N.O.O. The calculation puts the molar mass at 122.168 Da. As for the HOMO energy: -9.160 eV. As for the orbital gap: 0.3597 Ha.

Positions of all 22 atoms, in Å:
C -1.1926 2.1174 1.4286
C -0.0789 2.0554 0.2966
C -0.2925 0.8117 -0.6203
N 0.9291 0.2540 -1.2753
C 1.2201 0.7976 -2.4078
N 0.5518 1.9125 -2.9973
H -0.7930 2.5089 2.3336
H -1.7948 2.9022 1.1635
H -1.9685 1.3299 1.7300
H -0.1251 3.0761 -0.1573
H 0.7165 2.0086 1.0313
H -1.1894 0.8622 -1.3711
H -0.4389 -0.0830 -0.0238
H 2.2256 0.4255 -2.9322
H 0.9343 2.3309 -3.8031
H -0.3641 2.2857 -2.6339
O -0.5278 -6.1409 0.2785
H 0.0978 -5.4451 0.6186
H -0.7277 -6.6940 0.9414
O 0.8858 -2.8407 2.9971
H 0.8212 -1.9087 3.3140
H 1.1109 -2.5661 2.0888

---

Most favorable first, least favorable last: one, two

---

one.
Formula: C4H8N2OS
Source: OMol25
Level of theory: ωB97M-V/def2-TZVPD

As for the total charge: 0. The calculation puts the molar mass at 132.188 Da. As for the HOMO energy (alpha / beta): -8.485 / -8.485 eV. As for the orbital gap (alpha / beta): 0.3145 / 0.3146 Ha.

Positions of all 16 atoms, in Å:
C 0.7925 -0.7488 3.1714
C 0.5319 -0.1675 2.0042
C -1.0873 1.1901 -2.7911
C 0.2283 -0.9376 0.6844
N -1.4370 1.9541 -1.8965
N 0.3625 -0.1322 -0.5519
O 1.3249 -0.9390 -2.9089
S 0.0728 -0.8248 -2.1437
H 0.9536 -0.0764 4.0750
H 0.8208 -1.8336 3.1840
H 0.2154 0.9109 1.9725
H -1.3504 1.2047 -3.8501
H -0.7748 -1.4990 0.8470
H 1.0133 -1.7578 0.6557
H -1.8875 2.8316 -2.0922
H 0.2210 0.8252 -0.3597

---

two.
Formula: C4H8N2OS
Source: OMol25
Level of theory: ωB97M-V/def2-TZVPD

As for the total charge: 0. As for the SMILES: C=NSC(=O)N(C)C. The calculation puts the molar mass at 132.188 Da. As for the HOMO energy: -9.184 eV. As for the orbital gap: 0.3607 Ha.

Positions of all 16 atoms, in Å:
C -2.8452 0.9024 -0.4910
N -1.6187 0.5972 -0.1670
S -1.1321 -0.9633 0.3295
C 0.5758 -0.8404 0.0374
O 1.1741 -1.8443 -0.1486
N 1.2303 0.3718 0.0773
C 2.5024 0.5227 -0.6042
C 0.9770 1.6909 0.6654
H -3.1306 1.8655 -0.8619
H -3.7487 0.0802 -0.4761
H 2.7031 -0.3878 -1.0992
H 3.3118 0.7150 0.1260
H 2.3459 1.4077 -1.3309
H -0.1075 1.7218 1.0589
H 1.8511 1.7386 1.5127
H 0.9544 2.5895 -0.0295

---

Most favorable first, least favorable last: two, one

---

one.
Formula: C4H8N2OS
Source: OMol25
Level of theory: ωB97M-V/def2-TZVPD

As for the total charge: 0. As for the SMILES: CS/C=C\NC(N)=O. The calculation puts the molar mass at 132.188 Da. As for the HOMO energy: -8.293 eV. As for the orbital gap: 0.3306 Ha.

Positions of all 16 atoms, in Å:
C -2.9681 -0.5342 -0.2716
S -1.1890 -0.7707 -0.4363
C -0.6322 0.8772 0.1374
C 0.7205 1.2016 0.0213
N 1.6114 0.4665 -0.8800
C 2.3666 -0.4541 -0.1894
N 1.7779 -0.8209 0.9581
O 3.3129 -0.8428 -0.7945
H -3.3671 -1.6127 -0.2792
H -3.2848 0.2572 0.6419
H -3.2449 -0.1861 -1.4097
H -1.4736 1.5662 0.4975
H 0.9457 2.1881 0.6088
H 2.2375 1.2503 -1.2349
H 0.8270 -0.9012 1.3018
H 2.3602 -1.6845 1.3288

---

two.
Formula: C4H8N2OS
Source: OMol25
Level of theory: ωB97M-V/def2-TZVPD

As for the total charge: 0. As for the SMILES: N/C=N/[C@@H](C=O)CS. The calculation puts the molar mass at 132.188 Da. As for the HOMO energy: -9.052 eV. As for the orbital gap: 0.3483 Ha.

Positions of all 16 atoms, in Å:
N 0.9424 -0.2337 2.6314
C 0.1265 -0.6290 1.4769
N -0.1667 0.3790 0.6458
C -0.8331 -0.0780 -0.4527
C -1.6976 1.2158 -0.8433
O -2.1748 1.4497 -1.9912
C 0.1528 -0.1961 -1.6352
S 1.8552 -1.1413 -1.5780
H 0.9834 0.9458 2.6255
H 1.9980 -0.7015 3.0787
H -0.0416 -1.8317 1.3591
H -1.3944 -0.9173 -0.4343
H -2.3006 1.8082 -0.1473
H -0.4460 -0.3659 -2.5180
H 0.5134 0.7638 -1.7283
H 2.4831 -0.4676 -0.4892

---

Most favorable first, least favorable last: one, two

---

one.
Formula: C4H8N2OS
Source: OMol25
Level of theory: ωB97M-V/def2-TZVPD

As for the total charge: 0. As for the SMILES: N/C=N/[C@@H](C=O)CS. The calculation puts the molar mass at 132.188 Da. As for the HOMO energy: -9.035 eV. As for the orbital gap: 0.3471 Ha.

Positions of all 16 atoms, in Å:
N -2.6262 -0.9138 -0.2905
C -1.4034 -0.4858 0.4986
N -0.4389 -0.2288 -0.2188
C 0.8511 0.0716 0.2547
C 1.8809 -1.0528 -0.0730
O 3.1215 -0.7946 0.0421
C 1.1937 1.4079 -0.4416
S -0.0462 2.5919 0.1230
H -2.4310 -1.1623 -1.2264
H -3.6282 -1.3291 0.2426
H -1.4110 -0.6937 1.7208
H 1.1330 0.2182 1.3488
H 1.7260 -2.2429 0.0737
H 2.3268 1.6708 -0.1435
H 0.9150 0.9031 -1.5605
H -1.1629 2.0403 -0.3498

---

two.
Formula: C4H8N2OS
Source: OMol25
Level of theory: ωB97M-V/def2-TZVPD

As for the total charge: 0. As for the SMILES: CO[C@@H]1CN=CNS1. The calculation puts the molar mass at 132.188 Da. As for the HOMO energy: -8.390 eV. As for the orbital gap: 0.3217 Ha.

Positions of all 16 atoms, in Å:
C 1.2668 -0.3939 1.2056
O 1.7721 -0.5599 -0.1850
C 0.5684 -0.5588 -1.0367
C 0.1669 0.9437 -1.2551
N -0.7643 1.4240 -0.4119
C -1.4467 0.7115 0.4425
N -1.4105 -0.7419 0.6387
S -0.8252 -1.6515 -0.7801
H 0.8723 0.5186 1.2181
H 2.1272 -0.2910 1.7752
H 0.4413 -1.1068 1.4492
H 0.7926 -1.0733 -2.0193
H 0.9617 1.5968 -1.2558
H -0.2617 1.2837 -2.2464
H -2.2377 1.1989 0.9823
H -2.0231 -1.3000 1.4787

---

Most favorable first, least favorable last: two, one